No. 1
DFT (ωB97M-V/def2-TZVPD) results for a 2-piece molecular cluster, C3H8BrN2 overall.

Last column: Mulliken charge in e.
CARTESIAN COORDINATES (ANGSTROEM)
C -0.4098 1.8106 -0.6548  -0.3865
C 1.4504 -2.4208 -0.3098  -0.8108
C 1.0006 -0.0007 -0.5210  0.2931
N -0.0670 2.3755 0.5195  -0.2884
N 0.6263 -1.2003 -0.5854  -0.1355
Br 2.6739 0.4153 0.2026  -0.0771
H 0.1720 2.2490 -1.4447  0.3167
H 2.3095 -2.1231 0.2884  0.2799
H 0.8185 -2.9493 0.4263  0.3272
H 1.8432 -3.1084 -1.0831  0.2841
H -1.3929 1.6355 -1.0631  0.4043
H 0.8095 2.9211 0.7051  0.2850
H -0.7799 2.2489 1.2619  0.2372
H -0.3096 -1.3963 -0.6394  0.2709

- HOMO: -13.3592 eV
- Energy above the lowest of the compared OMol25 structures with the same formula, charge and spin: 80.48 kcal/mol
- 2S+1: 1
- LUMO: -3.7915 eV
- Net charge: +1

No. 2
DFT (ωB97M-V/def2-TZVPD) results for C18H28N4O2S2SbSn as an isolated structure.

Last column: Mulliken charge in e.
CARTESIAN COORDINATES (ANGSTROEM)
Sn 0.0649 -0.2054 1.2688  0.6556
C -3.0320 -4.3957 -0.9758  -1.1618
C -1.6262 -3.8867 -1.3398  -0.2144
C -1.3392 -2.6229 -0.6726  0.2628
N -1.1115 -1.6302 -0.1496  -0.2201
H -3.1942 -5.3658 -1.4395  0.3512
H -3.7965 -3.7085 -1.3341  0.3302
H -3.1357 -4.5061 0.1021  0.3607
H -1.5214 -3.7367 -2.4137  0.3030
H -0.8553 -4.5938 -1.0304  0.2617
C -0.7423 3.6312 -3.0612  -1.1335
C -1.2639 3.7130 -1.6290  -0.7584
Sb -1.3505 1.7987 -0.6693  0.6820
C -2.5346 2.3424 1.0629  -0.7579
C -3.3609 3.6242 0.9607  -1.1445
C -2.8973 0.8481 -1.8369  -0.8166
C -4.0380 1.7604 -2.2809  -1.0577
H -0.7492 4.6197 -3.5223  0.3726
H -1.3592 2.9768 -3.6803  0.3129
H 0.2806 3.2537 -3.0962  0.2629
H -2.2757 4.1143 -1.5852  0.4344
H -0.6243 4.3381 -1.0059  0.4843
H -1.8311 2.4187 1.8947  0.4329
H -3.1712 1.4785 1.2730  0.4183
H -2.7257 4.4973 0.8069  0.3031
H -3.9233 3.7874 1.8815  0.3842
H -4.0780 3.5891 0.1408  0.2188
H -3.2645 0.0343 -1.2095  0.4085
H -2.3988 0.3946 -2.6955  0.4562
H -4.6104 2.1306 -1.4304  0.2341
H -4.7298 1.2170 -2.9274  0.3994
H -3.6769 2.6218 -2.8444  0.2403
N 7.1000 -2.2028 3.8681  -0.4670
C 5.9382 -2.2336 3.1622  1.1581
C 5.7921 -3.0969 2.0655  -0.7764
C 4.6122 -3.1359 1.3579  -0.2563
C 3.5564 -2.3108 1.7364  -0.1445
C 3.6810 -1.4498 2.8281  -0.5360
C 4.8579 -1.4107 3.5339  -0.9052
S 2.0793 -2.3452 0.8343  1.4893
O 0.9322 -2.3953 1.7630  -0.8179
O 2.1554 -3.3524 -0.1808  -0.6613
N 1.8245 -0.8580 0.2448  -0.2540
C 2.6541 -0.1532 -0.6130  0.5021
S 4.0081 -0.8342 -1.4491  -0.0182
C 4.3132 0.7111 -2.1454  -0.3505
C 3.3914 1.5960 -1.7099  -0.5745
N 2.4460 1.1078 -0.8343  -0.3677
H 7.8934 -2.7390 3.5701  0.1946
H 7.2356 -1.5375 4.6059  0.1920
H 6.6175 -3.7372 1.7795  0.3011
H 4.4920 -3.7994 0.5118  0.5203
H 2.8514 -0.8214 3.1252  0.3306
H 4.9591 -0.7508 4.3865  0.3114
H 5.1381 0.8622 -2.8215  0.4144
H 3.3550 2.6380 -1.9912  0.4107

- HOMO: -10.6943 eV
- Energy above the lowest of the compared OMol25 structures with the same formula, charge and spin: 8.25 kcal/mol
- 2S+1: 1
- LUMO: -2.6180 eV
- Net charge: +1